ORCA calculation (ωB97M-V/def2-TZVPD) on a molecular structure, C20H29CrGeNO4 in a non-equilibrium geometry.

XYZ file:
```
56
Properties=species:S:1:pos:R:3:mulliken_spin:R:1
H 2.866 1.386 -1.232 0.005
O -0.077 0.246 4.811 0.010
C 0.768 1.956 -5.071 0.001
C -0.220 1.901 -3.902 0.000
C 0.053 0.158 3.512 -0.038
H 0.501 -0.374 5.280 -0.001
H -1.917 0.358 -5.787 0.000
H 0.081 5.055 -6.519 0.000
N -0.735 0.871 1.401 0.065
H 0.373 1.389 -5.920 0.000
C -1.826 1.834 3.311 -0.005
H -0.710 3.509 -6.811 0.000
C -2.699 2.264 1.133 0.015
O -2.387 1.401 -1.708 0.039
H 1.717 1.494 -4.784 0.000
O -0.538 0.355 -1.103 -0.030
C -0.205 4.113 -6.054 0.000
H 2.368 -1.178 -1.858 -0.008
H 2.548 -2.627 0.374 0.008
H -1.608 -2.185 -2.981 0.001
C -2.773 -0.329 -5.718 0.000
H 1.790 3.365 -6.304 0.000
H -4.303 1.196 -5.790 0.000
H -1.184 2.322 -4.185 0.000
H 1.460 3.965 -4.688 0.000
C -0.865 1.036 2.735 0.130
C 1.033 3.396 -5.519 0.000
H 3.260 -0.999 2.365 -0.003
C -3.972 0.403 -5.121 0.000
H -0.921 4.348 -5.265 0.000
H -1.508 -2.047 -5.441 0.000
H -3.015 -0.633 -6.736 0.000
Cr 0.846 0.018 0.432 3.642
C -1.547 1.071 -0.754 0.036
H 0.853 -0.690 -3.203 -0.005
H 0.168 2.456 -3.044 0.003
H -3.730 0.860 -4.158 0.000
C -1.984 -1.287 -3.474 0.000
H -2.844 -0.914 -2.920 -0.001
H -3.148 1.913 -1.396 -0.005
O 0.810 -0.582 2.921 0.032
C -1.692 1.436 0.613 0.223
H 3.397 1.498 1.391 -0.003
C 3.048 0.624 0.862 -0.020
H -3.501 3.137 2.913 0.001
C 3.011 -0.691 1.364 -0.041
Ge -0.504 0.030 -3.323 0.018
C -2.350 -1.572 -4.932 0.000
H -4.807 -0.285 -4.978 0.000
C 2.486 -0.780 -0.863 -0.099
C 2.742 0.574 -0.531 -0.046
H -1.875 1.922 4.387 -0.003
C -2.746 2.493 2.485 0.058
C 2.625 -1.553 0.314 0.015
H -3.431 2.722 0.480 0.006
H -3.170 -2.295 -4.928 0.000
```

E_tot (hartree): -4256.0637
Total charge: +2
Energy above the lowest of the compared OMol25 structures with the same formula, charge and spin (kcal/mol): 9.8
LUMO (spin up / spin down) (eV): -8.13 / -7.89
<S²>: 6.1113
Spin multiplicity: 5